Entry from the Open Molecules 2025 dataset: a 7-piece molecular cluster, C54H111F6N4O6 overall at a distorted geometry (ωB97M-V/def2-TZVPD).

## Properties
Net charge: +1
Relative energy (zero: lowest compared OMol25 entry of this formula, charge and spin) (kJ/mol): 63.0
Frontier orbital gap (eV): 4.684
E_HOMO (eV): -7.17
Energy (a.u.): -3393.33363

Bonds (Å) are listed after each position.
Geometry (Å):
1 C -0.138 0.121 -1.421  C2 1.522, H5 1.089, H6 1.081, H7 1.093
2 C -0.428 -0.134 0.052  C1 1.522, O3 1.260, O4 1.265
3 O 0.034 0.762 0.808  C2 1.260
4 O -0.851 -1.256 0.453  C2 1.265
5 H 0.614 -0.612 -1.709  C1 1.089
6 H 0.300 1.101 -1.545  C1 1.081
7 H -1.048 -0.065 -1.996  C1 1.093
8 C 3.071 3.816 3.530  C9 1.548, H20 1.096, H21 1.087, H22 1.092
9 C 2.476 2.714 2.621  C8 1.548, C10 1.520, H23 1.090, H24 1.090
10 C 3.254 1.434 2.880  C9 1.520, C11 1.514, H25 1.095, H26 1.091
11 C 2.759 0.212 2.134  C10 1.514, N12 1.515, H27 1.096, H28 1.091
12 N 3.817 -0.852 1.927  C11 1.515, C13 1.483, C16 1.538, C17 1.489
13 C 3.331 -2.048 1.199  N12 1.483, C14 1.512, H29 1.090, H30 1.093
14 C 3.217 -1.681 -0.264  C13 1.512, C15 1.542, H31 1.088, H32 1.088
15 C 4.358 -0.662 -0.458  C14 1.542, C16 1.529, H33 1.090, H34 1.085
16 C 4.895 -0.367 0.943  N12 1.538, C15 1.529, H35 1.084, H36 1.083
17 C 4.446 -1.193 3.233  N12 1.489, C18 1.523, H37 1.085, H38 1.092
18 C 3.535 -2.016 4.134  C17 1.523, C19 1.520, H39 1.092, H40 1.091
19 C 4.149 -2.292 5.497  C18 1.520, H41 1.092, H42 1.092, H43 1.089
20 H 3.123 3.460 4.564  C8 1.096
21 H 2.482 4.729 3.497  C8 1.087
22 H 4.110 4.042 3.278  C8 1.092
23 H 2.624 3.071 1.602  C9 1.090
24 H 1.428 2.719 2.921  C9 1.090
25 H 3.244 1.283 3.964  C10 1.095
26 H 4.294 1.611 2.604  C10 1.091
27 H 2.429 0.485 1.125  C11 1.096
28 H 1.848 -0.288 2.467  C11 1.091
29 H 4.032 -2.877 1.299  C13 1.090
30 H 2.389 -2.370 1.650  C13 1.093
31 H 3.322 -2.613 -0.815  C14 1.088
32 H 2.247 -1.299 -0.574  C14 1.088
33 H 5.140 -1.176 -1.017  C15 1.090
34 H 4.079 0.238 -0.996  C15 1.085
35 H 5.779 -0.955 1.166  C16 1.084
36 H 5.021 0.700 1.076  C16 1.083
37 H 4.803 -0.279 3.697  C17 1.085
38 H 5.321 -1.799 2.990  C17 1.092
39 H 3.361 -2.940 3.578  C18 1.092
40 H 2.576 -1.508 4.246  C18 1.091
41 H 3.543 -3.029 6.031  C19 1.092
42 H 4.127 -1.361 6.068  C19 1.092
43 H 5.156 -2.706 5.528  C19 1.089
44 C 0.496 -5.950 0.288  C45 1.521, H56 1.093, H57 1.093, H58 1.086
45 C 0.391 -4.728 -0.612  C44 1.521, C46 1.530, H59 1.095, H60 1.098
46 C -0.878 -4.752 -1.466  C45 1.530, C47 1.504, H61 1.095, H62 1.100
47 C -1.099 -3.466 -2.212  C46 1.504, N48 1.503, H63 1.085, H64 1.096
48 N -2.414 -3.350 -2.929  C47 1.503, C49 1.505, C52 1.519, C53 1.528
49 C -2.412 -2.080 -3.736  N48 1.505, C50 1.538, H65 1.085, H66 1.093
50 C -3.498 -1.143 -3.182  C49 1.538, C51 1.517, H67 1.094, H68 1.088
51 C -3.838 -1.714 -1.819  C50 1.517, C52 1.530, H69 1.090, H70 1.093
52 C -3.518 -3.208 -1.894  N48 1.519, C51 1.530, H71 1.088, H72 1.086
53 C -2.746 -4.563 -3.798  N48 1.528, C54 1.518, H73 1.089, H74 1.089
54 C -1.638 -4.912 -4.775  C53 1.518, C55 1.524, H75 1.091, H76 1.093
55 C -2.161 -5.134 -6.189  C54 1.524, H77 1.089, H78 1.102, H79 1.089
56 H 1.485 -5.894 0.750  C44 1.093
57 H 0.548 -6.846 -0.335  C44 1.093
58 H -0.280 -6.047 1.041  C44 1.086
59 H 1.280 -4.692 -1.249  C45 1.095
60 H 0.481 -3.804 -0.027  C45 1.098
61 H -1.689 -5.172 -0.862  C46 1.095
62 H -0.699 -5.577 -2.173  C46 1.100
63 H -0.311 -3.316 -2.943  C47 1.085
64 H -1.122 -2.632 -1.501  C47 1.096
65 H -2.377 -2.244 -4.808  C49 1.085
66 H -1.492 -1.549 -3.479  C49 1.093
67 H -4.363 -1.163 -3.852  C50 1.094
68 H -3.172 -0.106 -3.168  C50 1.088
69 H -4.896 -1.585 -1.591  C51 1.090
70 H -3.241 -1.333 -0.986  C51 1.093
71 H -4.364 -3.841 -2.153  C52 1.088
72 H -3.143 -3.559 -0.937  C52 1.086
73 H -3.676 -4.267 -4.281  C53 1.089
74 H -2.951 -5.334 -3.058  C53 1.089
75 H -1.097 -5.814 -4.487  C54 1.091
76 H -0.845 -4.160 -4.768  C54 1.093
77 H -2.783 -6.024 -6.261  C55 1.089
78 H -1.279 -5.415 -6.788  C55 1.102
79 H -2.493 -4.287 -6.789  C55 1.089
80 C -2.850 6.304 -5.476  C81 1.524, H92 1.089, H93 1.099, H94 1.092
81 C -2.365 6.623 -4.067  C80 1.524, C82 1.507, H95 1.096, H96 1.096
82 C -2.330 5.458 -3.112  C81 1.507, C83 1.497, H97 1.091, H98 1.099
83 C -2.111 5.918 -1.704  C82 1.497, N84 1.517, H99 1.090, H100 1.092
84 N -1.980 4.766 -0.727  C83 1.517, C85 1.530, C88 1.500, C89 1.509
85 C -0.727 3.935 -1.011  N84 1.530, C86 1.536, H101 1.086, H102 1.089
86 C 0.071 3.983 0.300  C85 1.536, C87 1.517, H103 1.090, H104 1.091
87 C -0.904 4.380 1.391  C86 1.517, C88 1.528, H105 1.090, H106 1.086
88 C -1.841 5.335 0.653  N84 1.500, C87 1.528, H107 1.087, H108 1.090
89 C -3.223 3.921 -0.865  N84 1.509, C90 1.516, H109 1.087, H110 1.088
90 C -3.439 2.873 0.209  C89 1.516, C91 1.543, H111 1.095, H112 1.091
91 C -4.600 1.922 -0.151  C90 1.543, H113 1.090, H114 1.098, H115 1.087
92 H -2.717 7.121 -6.183  C80 1.089
93 H -3.930 6.105 -5.472  C80 1.099
94 H -2.369 5.439 -5.938  C80 1.092
95 H -2.956 7.481 -3.728  C81 1.096
96 H -1.355 7.034 -4.180  C81 1.096
97 H -1.594 4.715 -3.422  C82 1.091
98 H -3.324 5.010 -3.249  C82 1.099
99 H -2.929 6.551 -1.361  C83 1.090
100 H -1.159 6.446 -1.623  C83 1.092
101 H -1.107 2.943 -1.235  C85 1.086
102 H -0.109 4.346 -1.808  C85 1.089
103 H 0.488 2.981 0.407  C86 1.090
104 H 0.877 4.703 0.149  C86 1.091
105 H -1.478 3.488 1.639  C87 1.090
106 H -0.463 4.727 2.321  C87 1.086
107 H -2.818 5.500 1.102  C88 1.087
108 H -1.330 6.293 0.547  C88 1.090
109 H -3.135 3.366 -1.795  C89 1.087
110 H -4.039 4.640 -0.838  C89 1.088
111 H -3.708 3.396 1.133  C90 1.095
112 H -2.597 2.226 0.463  C90 1.091
113 H -4.240 0.996 -0.598  C91 1.090
114 H -5.219 2.389 -0.928  C91 1.098
115 H -5.290 1.730 0.668  C91 1.087
116 C -1.224 -0.203 8.674  C117 1.536, H128 1.090, H129 1.091, H130 1.092
117 C -0.883 -1.465 7.867  C116 1.536, C118 1.521, H131 1.097, H132 1.096
118 C -1.861 -1.750 6.738  C117 1.521, C119 1.511, H133 1.094, H134 1.092
119 C -1.599 -0.803 5.590  C118 1.511, N120 1.501, H135 1.087, H136 1.091
120 N -2.178 -1.198 4.262  C119 1.501, C121 1.524, C124 1.540, C125 1.494
121 C -1.817 -0.099 3.270  N120 1.524, C122 1.513, H137 1.094, H138 1.091
122 C -2.972 0.878 3.311  C121 1.513, C123 1.529, H139 1.091, H140 1.090
123 C -4.212 -0.001 3.468  C122 1.529, C124 1.523, H141 1.086, H142 1.090
124 C -3.717 -1.198 4.270  N120 1.540, C123 1.523, H143 1.085, H144 1.088
125 C -1.669 -2.507 3.752  N120 1.494, C126 1.519, H145 1.090, H146 1.092
126 C -0.169 -2.550 3.523  C125 1.519, C127 1.519, H147 1.090, H148 1.098
127 C 0.241 -3.986 3.249  C126 1.519, H149 1.093, H150 1.087, H151 1.088
128 H -0.459 0.088 9.393  C116 1.090
129 H -2.104 -0.419 9.282  C116 1.091
130 H -1.403 0.671 8.043  C116 1.092
131 H -0.877 -2.238 8.645  C117 1.097
132 H 0.156 -1.544 7.530  C117 1.096
133 H -2.898 -1.668 7.076  C118 1.094
134 H -1.784 -2.806 6.469  C118 1.092
135 H -0.532 -0.645 5.457  C119 1.087
136 H -2.005 0.193 5.776  C119 1.091
137 H -1.570 -0.479 2.274  C121 1.094
138 H -0.929 0.430 3.619  C121 1.091
139 H -2.984 1.425 2.367  C122 1.091
140 H -2.851 1.666 4.055  C122 1.090
141 H -4.645 -0.357 2.537  C123 1.086
142 H -4.936 0.608 4.009  C123 1.090
143 H -4.104 -2.130 3.870  C124 1.085
144 H -3.932 -1.161 5.336  C124 1.088
145 H -2.205 -2.750 2.834  C125 1.090
146 H -1.972 -3.260 4.482  C125 1.092
147 H 0.330 -2.058 4.359  C126 1.090
148 H -0.034 -1.915 2.636  C126 1.098
149 H 0.009 -4.602 4.122  C127 1.093
150 H 1.308 -4.115 3.083  C127 1.087
151 H -0.360 -4.286 2.393  C127 1.088
152 C 3.420 -1.092 -4.182  O153 1.457, O154 1.258, C155 1.544, H166 1.147
153 O 4.307 -2.227 -4.403  C152 1.457, C159 1.385
154 O 3.748 -0.091 -4.871  C152 1.258
155 C 1.937 -1.518 -4.231  C152 1.544, F156 1.354, F157 1.381, F158 1.341
156 F 1.510 -2.280 -5.267  C155 1.354
157 F 1.586 -2.204 -3.085  C155 1.381
158 F 1.111 -0.461 -4.252  C155 1.341
159 C 4.087 -3.397 -3.694  O153 1.385, C160 1.533, H164 1.097, H165 1.108
160 C 5.329 -4.284 -3.839  C159 1.533, H161 1.091, H162 1.099, H163 1.087
161 H 5.581 -4.794 -2.908  C160 1.091
162 H 5.159 -5.095 -4.561  C160 1.099
163 H 6.174 -3.760 -4.278  C160 1.087
164 H 3.168 -3.962 -3.895  C159 1.097
165 H 4.038 -3.176 -2.610  C159 1.108
166 H 3.525 -0.822 -3.072  C152 1.147
167 C 1.972 6.025 -3.462  O168 1.511, O169 1.236, C170 1.563, H181 1.146
168 O 2.279 4.639 -2.943  C167 1.511, C174 1.403
169 O 2.878 6.817 -3.183  C167 1.236
170 C 1.625 5.927 -4.983  C167 1.563, F171 1.358, F172 1.338, F173 1.338
171 F 0.380 5.409 -5.143  C170 1.358
172 F 1.588 7.120 -5.586  C170 1.338
173 F 2.469 5.190 -5.712  C170 1.338
174 C 1.832 3.433 -3.504  O168 1.403, C175 1.530, H179 1.092, H180 1.106
175 C 2.287 2.328 -2.549  C174 1.530, H176 1.091, H177 1.101, H178 1.091
176 H 3.317 2.479 -2.223  C175 1.091
177 H 1.640 2.385 -1.661  C175 1.101
178 H 2.247 1.333 -2.996  C175 1.091
179 H 2.273 3.217 -4.479  C174 1.092
180 H 0.728 3.378 -3.558  C174 1.106
181 H 0.971 6.219 -2.939  C167 1.146

Atomic partial charges in e from the Löwdin method, atoms 1 to 2: number 1, C, carries 0.01; number 2, C, carries -0.71